[1]
The following is a DFT calculation (wB97M-V/def2-TZVPD) of C28H23BaN3O4Sb as an isolated structure.

The geometry in XYZ format:
```
60
Properties=species:S:1:pos:R:3:forces:R:3
Ba 1.7042 -0.8351 -1.6790 0.085 -2.740 -3.454
O 1.7836 -0.8252 0.5990 0.155 0.021 1.927
C 1.7929 0.1056 1.4113 -0.103 0.178 0.940
C 1.9663 1.4875 1.1281 0.251 0.509 -0.710
C 1.8521 2.4135 2.1784 0.047 0.279 0.051
C 2.0545 3.7514 1.9504 0.088 -0.720 -0.808
C 2.3789 4.2279 0.6658 -0.071 -0.051 0.367
C 2.4983 3.3525 -0.3703 0.035 -0.483 -0.209
C 2.3030 1.9510 -0.1963 -0.089 1.342 1.431
O 2.4392 1.1539 -1.1776 1.017 1.815 -0.150
N 1.9543 4.6953 3.0326 -0.085 0.170 0.362
O 2.1028 5.8651 2.7593 0.026 0.388 0.009
O 1.7290 4.2598 4.1406 -0.086 -0.096 0.302
H 1.6586 -0.1256 2.4837 -0.027 -0.088 -0.152
H 1.6033 2.0894 3.1790 0.004 -0.074 0.064
H 2.5252 5.2908 0.5369 0.022 -0.004 -0.053
H 2.7404 3.6894 -1.3689 0.028 0.068 -0.018
N 4.9970 -0.1010 -1.5911 0.301 0.365 0.102
C 6.3019 -0.3889 -1.5053 0.174 -0.300 -0.058
C 6.4250 -1.7491 -1.6980 0.011 0.084 0.025
C 5.1184 -2.2005 -1.8908 0.219 0.120 0.003
N 4.2615 -1.1895 -1.8251 0.254 -0.401 -0.142
H 4.5280 0.7870 -1.4632 0.045 -0.118 -0.061
H 7.0469 0.3611 -1.3258 0.055 0.162 0.047
H 7.3220 -2.3325 -1.6984 0.192 -0.057 0.009
H 4.7694 -3.2028 -2.0713 -0.021 -0.051 -0.027
C -6.1443 -1.3650 -2.1209 -0.029 0.028 0.002
C -5.3467 -2.4540 -2.4293 -0.033 -0.093 -0.066
C -3.9715 -2.3658 -2.2981 0.019 -0.137 -0.071
C -3.3976 -1.1968 -1.8303 0.721 0.153 0.374
C -4.1892 -0.0956 -1.5489 -0.038 0.124 0.015
C -5.5633 -0.1814 -1.6983 -0.060 0.084 -0.019
Sb -1.3036 -1.1317 -1.3294 -2.892 -0.336 -0.408
C -1.3418 0.7317 -0.2978 0.125 -0.482 -0.107
C -1.9649 0.8761 0.9328 -0.077 -0.102 0.273
C -2.0115 2.1170 1.5462 -0.077 -0.109 0.100
C -1.4455 3.2171 0.9228 0.031 0.080 -0.064
C -0.8561 3.0836 -0.3238 -0.033 0.219 0.012
C -0.8032 1.8418 -0.9320 0.022 -0.093 -0.217
C -1.3148 -2.5945 0.2260 0.107 0.422 -0.104
C -0.8579 -2.3018 1.5010 0.017 0.062 0.104
C -0.8172 -3.2920 2.4671 0.003 -0.019 0.109
C -1.2487 -4.5733 2.1673 0.036 -0.003 0.078
C -1.7060 -4.8695 0.8948 -0.001 -0.072 -0.002
C -1.7185 -3.8868 -0.0783 -0.037 -0.021 -0.195
H -7.2164 -1.4362 -2.2147 -0.116 -0.013 -0.019
H -5.7919 -3.3786 -2.7642 -0.062 -0.061 -0.071
H -3.3563 -3.2149 -2.5629 -0.018 -0.088 -0.001
H -3.7420 0.8298 -1.2079 -0.077 -0.010 0.041
H -6.1762 0.6773 -1.4699 -0.091 0.066 0.002
H -2.4413 0.0216 1.4009 0.025 0.056 0.044
H -2.5103 2.2252 2.4991 0.006 0.029 0.055
H -1.4878 4.1844 1.3979 -0.001 0.136 0.054
H -0.4519 3.9481 -0.8284 0.034 0.075 -0.024
H -0.3745 1.7530 -1.9287 0.035 0.048 0.063
H -0.5369 -1.2989 1.7472 -0.002 -0.025 0.058
H -0.4522 -3.0598 3.4558 0.015 0.005 0.126
H -1.2211 -5.3416 2.9235 -0.016 -0.087 0.092
H -2.0497 -5.8647 0.6583 -0.002 -0.107 -0.028
H -2.0469 -4.1363 -1.0787 -0.059 -0.051 -0.004
```
Forces are in eV/Å.

Summary:
Net charge: +1
Frontier orbital gap (eV): 7.8

---

[2]
The following is a DFT calculation (wB97M-V/def2-TZVPD) of C18H27F9O18S3 as an isolated structure.

The geometry in XYZ format:
```
75
Properties=species:S:1:pos:R:3:forces:R:3
C -7.7103 27.0861 1.2213 2.490 -0.736 1.658
C -8.5671 26.7929 2.4543 -0.497 -1.701 -1.686
O -9.3541 27.9784 2.5905 -0.156 -0.176 0.417
S -9.4744 28.7486 1.2262 -1.329 0.694 -1.861
O -8.9262 30.0586 1.3859 0.382 -0.981 -0.004
O -10.7649 28.6402 0.6248 0.384 -0.061 0.660
O -8.5719 27.6988 0.3520 -1.159 2.012 -0.154
H -7.3781 26.1713 0.7368 0.215 -0.034 0.198
H -6.8327 27.7186 1.4892 -0.433 -0.247 -0.385
H -8.0872 26.5738 3.3971 0.199 0.103 0.003
H -9.1557 25.9017 2.0703 -0.071 1.041 1.175
C -1.6823 23.0235 -0.6605 0.784 -0.250 0.336
C -0.9902 24.3595 -0.4125 0.951 0.594 1.419
O -2.0590 25.2480 0.0992 0.164 -0.518 -1.174
S -3.3876 24.8489 -0.6660 -1.139 0.049 1.084
O -3.5709 25.4751 -1.9090 0.522 0.836 -1.136
O -4.4965 24.9138 0.2315 0.357 -0.040 0.334
O -3.0109 23.3587 -0.9251 -1.184 -0.727 -0.559
H -1.6745 22.3511 0.1791 0.002 0.098 0.816
H -1.2661 22.4226 -1.4521 0.103 0.290 -0.759
H -0.4358 24.8001 -1.2780 -0.800 -0.254 0.674
H -0.3516 24.3033 0.4922 0.047 -0.063 -0.914
C -7.2478 23.3447 -0.7006 -0.128 1.963 -0.052
C -6.3253 22.5010 0.1661 0.614 -0.291 -1.453
O -7.2158 21.5056 0.6620 -0.392 -0.447 0.739
S -8.5339 22.3065 1.1409 -0.102 -1.534 4.381
O -8.2851 23.1008 2.3284 0.436 -0.644 -0.836
O -9.6151 21.3810 1.2635 0.650 0.419 -1.086
O -8.5612 23.2569 -0.0122 -0.160 1.672 -2.752
H -7.4854 23.0075 -1.7198 0.566 0.040 0.401
H -6.9071 24.4346 -0.6558 -0.631 -1.533 -0.368
H -5.9897 23.0878 1.0069 0.502 0.190 0.064
H -5.4677 22.0607 -0.4433 -1.210 0.346 1.086
C -7.8714 19.5102 -1.8789 0.474 0.932 3.065
C -6.7387 18.6382 -1.4795 -0.241 -1.862 0.993
O -5.4632 19.2490 -1.5529 0.216 1.398 1.399
C -4.6511 19.0966 -2.5428 0.906 -1.509 -1.864
O -4.8235 18.4557 -3.5480 -0.130 0.377 0.282
C -3.2804 19.7823 -2.2745 -1.543 0.044 -2.046
F -2.9956 19.7454 -1.0362 0.712 0.415 3.169
F -2.2660 19.2247 -2.9168 -0.093 0.013 -0.711
F -3.4273 21.0709 -2.6795 0.461 -0.021 0.042
H -7.8885 19.7591 -2.9000 -0.056 0.540 -1.161
H -7.8104 20.3407 -1.1249 -0.278 -0.098 -1.412
H -8.7520 18.9972 -1.5494 -0.771 -0.401 -0.295
H -6.7406 17.7397 -2.0533 0.301 -0.679 -0.748
H -6.8193 18.2666 -0.4210 -0.014 0.791 -0.838
C -9.7471 20.3596 5.4119 1.409 -0.190 2.568
C -8.1851 20.5016 5.5115 -1.710 -0.703 -0.221
O -7.5004 19.2264 5.7988 -0.184 0.213 -0.050
C -6.2757 19.3867 6.2981 -1.594 -1.125 -0.718
O -5.7731 20.4260 6.5178 1.403 1.551 0.411
C -5.5637 18.0574 6.6301 1.266 -1.764 0.513
F -4.6836 18.2702 7.6280 -0.604 0.236 -0.167
F -6.3954 17.0716 7.0335 0.135 0.846 -0.338
F -4.8017 17.5296 5.6269 -1.008 0.825 0.116
H -10.1579 20.3658 6.4605 0.265 -0.306 -0.996
H -10.0990 19.4938 4.8949 0.017 -0.582 -0.389
H -10.1459 21.2339 4.9578 -0.135 0.780 -0.625
H -7.9300 21.2080 6.2684 0.135 0.322 0.693
H -7.8268 20.9086 4.5979 0.645 -0.009 -0.919
C -4.2786 23.6248 5.5821 1.643 0.021 -1.037
C -5.0790 23.7235 4.3154 0.906 -0.739 -1.018
O -5.3326 22.3902 3.7645 0.442 -0.237 -0.299
C -4.4927 21.8783 2.8878 1.649 1.449 -0.380
O -3.5533 22.3991 2.3012 -1.349 -0.174 0.949
C -4.6989 20.4000 2.6766 -2.763 0.064 -0.203
F -5.9630 20.0263 3.0092 0.264 -0.057 0.534
F -4.6253 20.0990 1.3892 1.057 -0.312 -0.423
F -3.8606 19.7371 3.4261 0.818 -0.775 0.102
H -4.4829 24.5116 6.1467 0.159 0.422 0.584
H -3.1829 23.5165 5.3836 -0.780 0.500 -0.018
H -4.4893 22.7440 6.1347 -0.824 -0.685 0.630
H -4.6345 24.3332 3.5262 0.244 -0.070 0.149
H -6.0471 24.0906 4.4747 -1.426 0.450 0.411
```
Forces are in eV/Å.

Summary:
Frontier orbital gap (eV): 11.4

---

[3]
The following is a DFT calculation (wB97M-V/def2-TZVPD) of an isolated ion of composition CH5N2O and charge +1.

The geometry in XYZ format:
```
9
Properties=species:S:1:pos:R:3:forces:R:3
C -0.6438 -0.8389 0.0344 3.283 -3.631 2.836
N 0.4297 1.2193 -0.2904 -0.454 1.984 0.214
N 0.5520 -0.0284 -0.0517 2.247 -1.400 1.189
O 1.6415 -0.4875 0.2387 -1.636 0.564 -0.694
H -1.1475 -0.5382 0.8860 -1.120 0.866 1.772
H -0.3357 -1.9212 0.2234 -0.095 1.599 -0.381
H -1.2208 -0.8176 -0.7567 -2.730 0.595 -4.282
H -0.5169 1.6420 -0.3040 0.837 -0.488 -0.134
H 1.2415 1.7704 0.0201 -0.332 -0.088 -0.520
```
Forces are in eV/Å.

Summary:
Net charge: +1
Frontier orbital gap (alpha / beta) (eV): 11.3 / 11.3

---

[4]
The following is a DFT calculation (wB97M-V/def2-TZVPD) of a single CH4N2 molecule.

The geometry in XYZ format:
```
7
Properties=species:S:1:pos:R:3:forces:R:3
C -0.5505 -0.0635 0.1818 -0.024 -0.296 0.646
H 1.0473 -1.3357 0.4817 0.084 -0.038 0.049
H 1.4270 0.0939 -0.4186 -0.269 -0.300 0.182
H -1.1714 -0.7171 0.8212 0.338 0.158 -0.379
H -0.4168 1.5295 -0.8244 0.144 0.168 -0.105
N 0.7356 -0.5078 0.0147 0.058 0.206 -0.260
N -1.0711 1.0007 -0.2563 -0.331 0.103 -0.132
```
Forces are in eV/Å.

Summary:
Frontier orbital gap (eV): 10.4

---

[5]
The following is a DFT calculation (wB97M-V/def2-TZVPD) of C23H28F9O3V as an isolated structure.

The geometry in XYZ format:
```
64
Properties=species:S:1:pos:R:3:forces:R:3
O -4.6594 -1.2402 -3.0273 -1.591 -0.929 -0.837
C -5.4287 -2.4723 -2.7615 0.307 -0.135 0.633
C -6.2464 -2.3916 -4.0488 0.690 0.483 0.327
H -6.0316 -2.3737 -1.8463 0.347 -0.062 -0.161
H -4.7623 -3.3436 -2.7048 -0.125 0.241 0.185
C -5.4516 -1.0755 -4.2550 -0.550 0.262 -0.908
H -7.3202 -2.2602 -3.9030 0.179 -0.103 -0.141
H -6.0123 -3.1734 -4.7753 -0.199 0.154 0.103
C -6.3338 0.1616 -4.2008 0.153 0.081 0.044
H -6.9898 0.1381 -3.3230 0.163 0.050 -0.124
H -6.9621 0.2139 -5.1009 0.152 -0.046 0.213
H -5.7088 1.0619 -4.1683 -0.160 -0.083 0.063
C -4.5840 -1.0795 -5.5011 0.093 0.120 0.107
H -3.9444 -1.9695 -5.5291 -0.072 0.201 0.014
H -3.9634 -0.1756 -5.5207 0.010 -0.194 -0.061
H -5.2210 -1.0787 -6.3963 0.143 -0.005 0.221
V 2.5110 0.8172 1.2348 0.592 0.280 0.416
C 4.2383 -0.3130 0.2404 -0.632 -0.390 -0.233
C 3.6753 -1.2090 1.2039 -0.367 0.064 -0.968
C 2.3300 -1.5032 0.8146 0.422 0.435 -0.431
H 4.2062 -1.6801 2.0208 -0.238 0.401 0.017
C 2.0794 -0.8294 -0.4178 0.267 -0.012 0.357
C 3.2368 -0.0610 -0.7558 0.318 -0.305 0.562
H 3.3729 0.5415 -1.6538 -0.087 -0.196 0.353
H 5.2664 0.0422 0.2144 -0.412 0.083 0.187
H 1.6611 -2.1994 1.3219 0.164 0.405 -0.171
H 1.2213 -0.9974 -1.0626 0.048 0.433 0.470
C 2.3759 3.1023 1.7404 -0.651 0.131 -1.077
C 2.4684 2.8669 0.3305 -0.329 -0.066 0.547
C 1.2730 2.1732 -0.0677 -0.080 0.034 0.357
H 3.2766 3.2144 -0.3120 -0.290 -0.193 0.181
C 0.4638 1.9921 1.0999 0.372 0.117 -0.078
C 1.1607 2.5315 2.2157 0.085 0.155 -0.782
H 0.7828 2.5894 3.2348 0.243 -0.207 -0.270
H 3.0606 3.7080 2.3140 0.068 -0.439 -0.031
H 0.9914 1.9065 -1.0865 0.129 0.047 0.431
H -0.5506 1.6033 1.1277 0.502 -0.269 -0.072
O -0.8466 -0.5175 0.2669 0.491 0.106 0.030
C -1.3986 -0.3071 -1.0340 -0.297 0.188 0.171
C -2.3422 -1.4661 -1.2790 0.273 -0.431 0.157
H -0.5856 -0.2352 -1.7729 -0.154 -0.078 0.171
H -1.9336 0.6565 -1.0405 0.059 -0.154 -0.022
C -2.7897 -1.8778 0.1437 -0.105 0.705 -0.312
H -1.7899 -2.2957 -1.7423 -0.163 0.143 -0.004
H -3.1648 -1.1649 -1.9226 0.212 -0.245 0.105
C -1.5963 -1.4841 1.0064 0.076 -0.171 0.200
H -3.0415 -2.9349 0.2236 -0.040 0.118 0.009
H -3.6541 -1.2664 0.4320 0.041 -0.278 -0.036
H -0.9501 -2.3469 1.2273 -0.064 0.142 -0.073
H -1.8775 -1.0186 1.9594 -0.051 -0.194 -0.128
F 3.9466 -0.7964 4.7650 0.863 0.572 -0.336
C 5.0002 -0.0550 4.3360 0.423 -0.884 0.449
F 5.8632 0.1093 5.3659 -0.879 -0.186 -1.083
F 5.6426 -0.7804 3.3798 -0.429 0.536 0.748
C 4.4706 1.2930 3.7325 -0.129 -0.048 -0.018
O 3.5851 1.0306 2.7154 0.374 -0.241 0.848
C 3.7409 2.0750 4.8927 -0.380 0.508 0.735
F 4.4486 2.1100 6.0472 -0.727 -0.036 -1.236
F 3.4798 3.3628 4.5369 0.185 -0.982 0.252
F 2.5444 1.4826 5.1352 0.940 0.464 -0.150
C 5.6669 2.1077 3.1445 0.900 0.530 -0.421
F 6.6353 2.3700 4.0494 -1.025 -0.310 -0.755
F 6.2213 1.4214 2.1078 -0.383 0.513 0.862
F 5.2434 3.2904 2.6282 0.323 -0.829 0.395
```
Forces are in eV/Å.

Summary:
Net charge: +1
Frontier orbital gap (alpha / beta) (eV): 7.0 / 7.4
2S+1: 2

---

[6]
The following is a DFT calculation (wB97M-V/def2-TZVPD) of C3H8InO3 as an isolated structure.

The geometry in XYZ format:
```
15
Properties=species:S:1:pos:R:3:forces:R:3
In 3.0134 -1.6068 -0.7950 -0.612 0.331 0.368
O -1.2878 -0.2830 3.1767 0.422 -0.377 -5.344
C -1.3882 -0.3432 1.7551 -1.399 0.328 5.808
C -0.4535 -1.3249 0.9384 4.051 -0.679 -0.508
O 0.9012 -1.4142 1.2579 -3.277 0.583 -0.920
H -1.2001 0.6737 1.4108 1.721 0.651 -0.335
H -2.4406 -0.2298 1.4948 -0.544 -1.411 -0.239
H -0.6650 -1.2689 -0.1294 0.145 1.243 -0.387
H -0.8711 -2.3224 1.0752 -0.753 -0.379 1.437
C 0.4671 1.4615 -1.4808 -0.071 1.022 0.542
O 1.4790 0.5611 -1.8926 0.262 -0.614 -0.147
H -0.4809 1.3371 -2.0043 0.021 -0.313 0.031
H 0.3469 1.3860 -0.4001 -0.111 -0.257 -0.077
H 0.8170 2.4781 -1.6602 -0.124 0.124 -0.003
H 1.7627 0.8957 -2.7465 0.269 -0.254 -0.225
```
Forces are in eV/Å.

Summary:
Net charge: +1
Frontier orbital gap (eV): 5.6